# 1
Below is an isolated molecule of C2H3BrO2 at a distorted geometry, with properties calculated with ωB97M-V with the def2-TZVPD basis set.

```
8
Properties=species:S:1:pos:R:3:forces:R:3
Br 1.081 -0.086 -1.912 -0.032 0.664 -0.252
C -0.120 -0.210 -0.403 -4.684 -0.630 -2.151
C 0.318 0.673 0.694 -2.129 0.149 -3.051
O -0.121 0.484 1.946 -2.942 -0.535 2.458
O 1.199 0.225 1.551 4.547 -0.487 1.269
H -1.354 0.145 -0.636 3.779 -0.639 0.136
H -0.242 -1.301 -0.439 0.299 0.405 1.573
H 0.158 1.675 0.352 1.162 1.072 0.018
```
Forces are in eV/Å.

Kohn-Sham gap   11.14 eV
Structure (SMILES)   BrCC1OO1
Total charge   0
ΔE to the lowest compared entry with this formula, charge and spin   117.34 kcal per mole
E_tot   -2802.326540 a.u.
HOMO level   -10.545 eV

# 2
Below is a cluster of 6 separate species, C38H38NO11S in total, with properties calculated with ωB97M-V with the def2-TZVPD basis set.

```
89
Properties=species:S:1:pos:R:3:forces:R:3
C 6.893 1.151 -0.773 -0.171 0.217 -0.037
C 5.838 1.014 0.319 0.289 0.199 -0.001
N 4.819 -0.036 -0.033 0.020 -0.245 0.128
C 3.731 -0.217 1.003 -0.413 -0.082 -0.022
C 3.377 1.061 1.786 -0.031 -0.067 0.062
O 4.434 1.988 1.937 0.081 -0.080 -0.043
C 5.081 2.281 0.707 -0.152 -0.114 -0.044
C 4.096 2.841 -0.325 -0.031 0.236 -0.093
C 4.723 3.671 -1.459 -0.211 -0.108 -0.281
C 4.753 2.918 -2.797 0.326 0.042 0.150
S 6.028 3.493 -3.954 -0.144 0.105 -0.145
H 7.853 1.366 -0.307 0.034 -0.077 -0.054
H 6.674 1.971 -1.456 0.004 -0.149 0.036
H 6.990 0.245 -1.375 0.109 -0.055 0.076
H 6.299 0.653 1.240 -0.032 -0.080 -0.019
H 5.312 -0.922 -0.131 -0.009 -0.051 -0.076
H 4.415 0.155 -0.950 -0.049 0.217 0.012
H 4.023 -1.040 1.652 0.289 0.122 0.019
H 2.834 -0.530 0.467 0.039 -0.080 0.039
H 2.494 1.501 1.325 0.115 0.178 -0.007
H 3.103 0.751 2.793 -0.060 0.034 -0.031
H 5.822 3.051 0.923 0.008 -0.016 0.127
H 3.412 3.474 0.243 0.033 -0.040 0.050
H 3.460 2.065 -0.767 -0.025 -0.002 0.066
H 5.732 3.995 -1.198 -0.034 0.041 0.112
H 4.124 4.570 -1.600 0.171 0.101 0.022
H 4.910 1.849 -2.624 -0.169 -0.002 -0.091
H 3.814 3.056 -3.330 -0.061 -0.186 0.041
H 6.984 3.712 -3.047 0.089 -0.010 0.079
C -0.375 2.355 2.380 0.013 -0.018 -0.027
C -1.424 2.760 3.089 -0.017 0.002 0.027
C -2.763 2.137 2.905 0.004 0.012 -0.024
O -3.716 2.505 3.552 -0.013 0.003 0.008
C -2.880 1.048 1.901 0.004 -0.001 -0.006
C -1.829 0.645 1.192 -0.003 0.037 0.030
C -0.502 1.268 1.383 -0.021 -0.010 -0.020
O 0.465 0.891 0.736 0.008 -0.022 -0.055
H 0.606 2.797 2.507 -0.003 0.000 0.008
H -1.350 3.543 3.832 0.002 -0.020 0.013
H -3.861 0.605 1.785 -0.003 0.000 0.018
H -1.898 -0.159 0.471 0.016 -0.058 0.035
C -3.433 -3.525 -2.027 0.029 0.100 -0.020
C -3.453 -3.707 -3.343 -0.109 0.015 0.039
C -2.745 -2.784 -4.257 0.067 -0.039 -0.018
O -2.741 -2.952 -5.458 0.049 -0.031 -0.001
C -2.012 -1.639 -3.652 -0.017 0.030 0.027
C -1.998 -1.455 -2.335 0.019 -0.023 -0.008
C -2.709 -2.389 -1.423 -0.009 -0.079 0.058
O -2.691 -2.219 -0.217 0.036 0.103 -0.093
H -3.933 -4.194 -1.341 -0.017 -0.007 0.005
H -3.980 -4.530 -3.805 -0.017 0.000 0.002
H -1.503 -0.978 -4.342 -0.019 -0.012 -0.025
H -1.471 -0.629 -1.873 -0.007 -0.010 0.028
C -1.431 6.741 7.561 0.003 -0.023 -0.009
C -1.098 5.600 6.964 -0.008 0.013 0.006
C -0.098 5.571 5.870 0.003 -0.005 0.049
O 0.204 4.527 5.323 -0.006 0.021 -0.080
C 0.522 6.856 5.466 0.004 0.009 0.007
C 0.191 7.998 6.062 0.010 -0.022 -0.017
C -0.813 8.031 7.159 -0.004 0.001 0.004
O -1.113 9.069 7.701 -0.002 0.012 0.004
H -2.159 6.790 8.360 0.002 0.024 0.002
H -1.534 4.649 7.239 0.010 -0.010 -0.015
H 1.251 6.806 4.667 -0.001 -0.020 0.000
H 0.628 8.949 5.786 -0.015 0.014 0.019
C -7.966 -2.571 0.162 0.022 0.001 -0.020
C -7.188 -2.876 -0.871 -0.018 0.012 0.022
C -7.116 -4.262 -1.398 -0.005 0.001 -0.018
O -6.397 -4.537 -2.336 -0.022 -0.040 0.012
C -7.948 -5.295 -0.734 -0.016 -0.004 0.016
C -8.728 -4.991 0.300 0.017 -0.005 -0.021
C -8.799 -3.605 0.831 -0.002 0.000 -0.001
O -9.506 -3.327 1.773 -0.004 0.002 0.016
H -8.037 -1.569 0.566 -0.021 -0.007 0.018
H -6.575 -2.140 -1.377 0.005 -0.018 -0.022
H -7.879 -6.296 -1.139 0.012 0.007 -0.018
H -9.343 -5.726 0.803 -0.011 0.017 0.015
C 1.044 -6.394 -3.146 0.020 -0.015 -0.004
C 2.101 -6.661 -3.908 -0.022 0.006 0.021
C 2.067 -6.442 -5.378 -0.007 0.001 -0.007
O 3.036 -6.674 -6.065 0.022 0.017 -0.003
C 0.805 -5.923 -5.966 -0.014 0.000 0.013
C -0.254 -5.658 -5.204 0.011 0.002 -0.015
C -0.213 -5.869 -3.736 -0.023 0.023 -0.038
O -1.173 -5.612 -3.038 0.061 -0.012 0.000
H 1.041 -6.547 -2.074 -0.028 -0.003 0.000
H 3.028 -7.049 -3.505 0.009 -0.012 -0.028
H 0.804 -5.773 -7.038 0.018 -0.013 -0.004
H -1.182 -5.272 -5.609 -0.007 0.003 0.018
```
Forces are in eV/Å.

Kohn-Sham gap   8.08 eV
Total charge   +1
E_tot   -2750.970356 a.u.
HOMO level   -11.598 eV

# 3
Below is a structure of composition C31H29AsF12N5O9SW at a distorted geometry, with properties calculated with ωB97M-V with the def2-TZVPD basis set.

```
89
Properties=species:S:1:pos:R:3:forces:R:3
W -0.039 -0.259 0.268 2.466 3.733 -2.225
C -5.019 -0.254 4.924 -0.011 0.068 -0.025
C -3.744 0.098 4.234 0.179 0.102 -0.265
C -2.548 0.230 4.927 -0.031 0.083 -0.267
C -1.354 0.399 4.258 0.414 0.040 -0.344
C -1.284 0.413 2.856 -1.414 0.378 0.220
N -0.076 0.314 2.157 0.235 -1.165 -1.209
C 1.180 0.444 2.787 1.480 0.616 0.731
C 1.582 -0.334 3.878 -0.422 -0.051 -0.461
C 2.817 -0.161 4.470 0.093 0.222 -0.102
C 3.710 0.795 4.007 -0.211 -0.157 -0.048
C 5.025 1.005 4.682 0.020 0.062 0.035
C 3.344 1.548 2.896 -0.297 0.014 0.000
C 2.110 1.388 2.283 -0.358 -0.203 0.161
C 1.740 2.087 0.984 0.033 0.508 0.311
O 1.216 1.146 0.104 0.202 0.068 0.610
C 2.919 2.745 0.220 0.523 -0.002 -0.608
F 2.486 3.192 -0.963 -0.243 0.120 -0.093
F 3.527 3.756 0.828 -0.166 -0.067 0.359
F 3.874 1.844 -0.069 0.098 -0.346 0.131
C 0.657 3.196 1.140 -0.676 0.391 -0.065
F 1.148 4.399 1.431 0.290 -0.062 0.047
F -0.216 2.899 2.101 0.105 0.038 0.172
F -0.024 3.303 -0.008 0.110 0.283 0.075
C -2.525 0.501 2.160 0.187 0.192 0.324
C -3.715 0.324 2.863 0.314 0.124 0.106
C -2.595 0.972 0.701 -1.155 -0.015 0.440
O -1.361 1.098 0.108 -0.113 -0.563 0.310
C -3.451 0.063 -0.261 -0.199 -0.927 -1.439
F -4.435 0.701 -0.886 -0.107 0.361 0.010
F -2.642 -0.387 -1.275 -0.701 0.259 0.035
F -4.005 -1.015 0.284 0.001 0.143 0.387
C -3.271 2.388 0.689 -0.058 0.657 -0.009
F -3.112 2.984 -0.492 0.189 -0.126 -0.221
F -4.584 2.348 0.940 0.000 -0.324 0.168
F -2.742 3.184 1.612 0.288 -0.044 0.128
H -4.817 -0.677 5.903 -0.065 -0.049 0.090
H -5.652 0.622 5.051 -0.104 0.102 0.036
H -5.563 -0.979 4.328 -0.116 -0.123 0.014
H -2.545 0.192 6.005 0.020 -0.054 0.149
H -0.443 0.513 4.824 0.021 -0.085 0.058
H 0.929 -1.109 4.246 -0.001 0.058 -0.052
H 3.087 -0.782 5.311 0.029 -0.059 0.065
H 5.252 0.169 5.336 0.118 -0.038 0.059
H 5.829 1.127 3.962 0.106 -0.014 -0.052
H 4.987 1.909 5.287 0.059 0.087 0.097
H 4.046 2.271 2.517 0.103 0.104 -0.085
H -4.656 0.351 2.336 -0.062 -0.056 -0.123
O -0.547 -2.353 3.084 0.487 0.000 -0.515
As -1.712 -2.473 1.759 -1.763 -4.717 4.374
O -3.117 -2.624 2.549 -0.382 0.280 -0.501
O -1.501 -1.347 0.566 -0.894 1.063 -0.187
C -1.297 -4.220 0.961 -0.111 0.934 -0.013
C -2.120 -5.317 1.209 -0.087 0.636 0.169
C -1.829 -6.530 0.601 0.114 0.119 0.005
C -0.714 -6.653 -0.218 0.008 0.164 0.013
C 0.120 -5.566 -0.439 0.232 0.075 -0.094
C -0.197 -4.349 0.140 0.115 0.385 0.219
S 0.769 -2.896 -0.199 1.086 -2.301 -2.033
O 0.848 -2.017 1.009 -0.173 0.040 0.616
O 2.059 -3.340 -0.639 -0.231 -0.354 0.212
O 0.050 -2.050 -1.176 -0.185 -0.277 0.092
H -1.034 -2.339 3.922 -0.450 0.007 -0.305
H -2.978 -5.168 1.858 0.080 -0.141 -0.105
H -2.466 -7.386 0.765 -0.072 -0.029 0.048
H -0.496 -7.597 -0.693 0.066 -0.063 0.008
H 1.012 -5.647 -1.037 0.100 -0.081 -0.168
N 2.388 -0.717 -1.029 0.699 -0.058 0.790
N 2.971 -0.787 0.307 1.196 -0.236 -0.394
H 2.696 0.166 -1.442 -0.400 -0.189 0.242
H 2.746 -1.485 -1.609 -0.262 0.245 0.182
H 3.017 -1.774 0.566 0.076 0.424 -0.181
H 3.935 -0.445 0.294 -0.264 -0.090 -0.085
N -0.070 0.354 -1.944 -0.317 -0.118 -1.202
C -0.212 0.443 -3.095 0.375 -0.142 2.538
N -0.392 0.559 -4.358 -0.351 0.387 -1.014
C -1.163 -0.453 -5.076 -0.027 -0.602 -0.339
C -0.183 -1.476 -5.660 -0.370 0.006 0.109
O 0.771 -0.847 -6.480 0.012 0.026 -0.110
C 1.519 0.124 -5.791 0.010 0.375 0.052
C 0.608 1.208 -5.201 0.563 -0.072 -0.391
H -1.702 0.055 -5.880 -0.012 -0.041 0.101
H -1.871 -0.927 -4.400 -0.037 0.038 0.008
H -0.707 -2.188 -6.297 -0.013 -0.018 0.116
H 0.307 -2.015 -4.834 -0.005 0.007 -0.068
H 2.201 0.557 -6.524 0.032 0.012 0.128
H 2.101 -0.341 -4.980 -0.015 0.007 -0.061
H 0.074 1.725 -6.003 0.041 0.007 0.096
H 1.177 1.932 -4.621 -0.048 0.009 0.014
```
Forces are in eV/Å.

Kohn-Sham gap   5.64 eV
Total charge   +1
ΔE to the lowest compared entry with this formula, charge and spin   81.51 kcal per mole
E_tot   -6048.886945 a.u.
HOMO level   -10.712 eV

# 4
Below is an isolated molecule of C4H3N3, with properties calculated with ωB97M-V with the def2-TZVPD basis set.

```
10
Properties=species:S:1:pos:R:3:forces:R:3
C -0.591 0.894 2.464 0.543 -0.421 0.128
C 0.159 0.091 1.829 -0.366 0.539 0.483
C 0.265 -0.084 0.494 0.081 0.066 -0.408
C -0.885 -0.354 -0.413 -0.205 0.115 0.198
N -0.330 -0.228 -1.755 0.415 0.105 -0.038
N 0.879 0.041 -1.690 -0.462 -0.189 -0.121
N 1.287 0.104 -0.352 -0.076 -0.004 0.305
H -1.623 0.429 -0.180 0.027 -0.193 -0.434
H -1.384 -1.313 -0.256 0.160 0.047 -0.103
H 2.223 0.419 -0.142 -0.116 -0.065 -0.010
```
Forces are in eV/Å.

Kohn-Sham gap   8.96 eV
Total charge   0
ΔE to the lowest compared entry with this formula, charge and spin   123.58 kcal per mole
E_tot   -318.287786 a.u.
HOMO level   -9.719 eV

# 5
Below is a cluster of 2 separate species, C5H14O2 in total at a distorted geometry, with properties calculated with ωB97M-V with the def2-TZVPD basis set.

```
21
Properties=species:S:1:pos:R:3:forces:R:3
C -1.804 0.571 -0.797 -0.574 0.825 0.386
C -1.163 -0.215 -1.909 1.936 0.240 -0.392
C 0.130 -0.929 -1.456 -0.198 -0.875 -1.104
C 1.388 -0.066 -1.273 -0.539 0.090 0.621
C 1.496 0.571 0.105 1.479 0.156 0.800
O 2.887 0.712 0.536 -0.420 -0.270 -0.483
H -2.430 1.372 -1.194 -0.458 -0.308 -0.017
H -1.107 1.149 -0.187 0.513 -0.257 -0.210
H -2.360 -0.011 -0.061 -0.199 -0.210 -0.285
H -0.809 0.477 -2.686 -0.281 0.120 0.071
H -1.772 -0.925 -2.466 -0.526 -0.022 0.465
H 0.415 -1.667 -2.220 -0.264 0.229 -0.170
H -0.115 -1.597 -0.625 0.352 0.402 0.491
H 1.477 0.695 -2.051 -0.236 -0.007 -0.106
H 2.252 -0.720 -1.414 0.053 -0.060 0.229
H 1.031 -0.075 0.850 -0.105 -0.029 -0.005
H 1.108 1.581 0.238 -0.542 -0.091 -0.486
H 3.434 0.604 -0.251 0.000 0.064 0.204
O -2.496 -0.595 4.021 0.442 0.142 -0.440
H -1.985 -1.402 4.125 -0.102 -0.209 0.211
H -1.971 -0.123 3.355 -0.333 0.070 0.222
```
Forces are in eV/Å.

Kohn-Sham gap   10.92 eV
Structure (SMILES)   CCCCCO.O
Total charge   0
ΔE to the lowest compared entry with this formula, charge and spin   14.66 kcal per mole
E_tot   -349.352442 a.u.
HOMO level   -10.262 eV

# 6
Below is a structure of composition C9H13N3O4Tl at a distorted geometry, with properties calculated with ωB97M-V with the def2-TZVPD basis set.

```
30
Properties=species:S:1:pos:R:3:forces:R:3
O 0.041 -3.499 -0.050 0.036 2.622 -0.084
C 0.042 -2.370 -0.056 -0.006 -4.058 -0.213
Tl -0.037 -0.105 0.171 -0.372 -0.130 1.982
O -3.020 -0.033 -1.731 4.890 0.164 2.610
C -2.007 -0.009 -1.179 -5.209 -0.177 -2.823
C 1.992 0.029 -1.167 4.001 -0.031 -2.109
O 2.995 0.028 -1.716 -3.884 0.036 2.069
C -0.040 2.341 0.005 0.096 5.803 -0.046
O -0.035 3.495 -0.018 -0.054 -5.393 0.067
C 0.608 2.165 3.629 0.006 0.088 0.234
N 0.310 0.942 4.386 -0.593 -1.615 -1.965
C 0.336 1.021 5.822 0.049 0.052 0.490
C -0.024 -0.203 3.715 -0.558 -1.089 2.108
N 0.066 -0.080 2.399 1.433 2.788 -5.507
N -0.390 -1.420 4.176 0.310 0.722 -1.404
C -0.516 -1.873 5.551 -0.194 -0.337 0.495
C -0.688 -2.502 3.209 -0.150 -0.157 -0.065
H 0.776 2.900 4.399 0.149 0.539 -0.197
H -0.214 2.534 2.996 -0.103 -0.216 0.358
H 1.525 2.120 3.016 0.002 -0.170 0.343
H -0.673 0.797 6.196 0.468 0.432 0.316
H 1.087 0.312 6.201 -0.206 0.602 0.256
H 0.624 2.060 5.983 -0.105 -0.420 0.945
H 0.453 0.871 2.232 -0.332 -1.071 0.824
H -1.558 -2.218 5.687 0.498 0.387 0.279
H 0.140 -2.758 5.677 -0.176 0.670 0.209
H -0.248 -1.037 6.197 -0.297 -1.027 0.195
H -1.521 -2.294 2.528 -0.110 0.379 0.281
H 0.152 -2.828 2.586 0.352 0.350 0.405
H -0.987 -3.387 3.777 0.060 0.259 -0.055
```
Forces are in eV/Å.

Kohn-Sham gap   4.68 eV
Total charge   +3
E_tot   -987.119443 a.u.
HOMO level   -18.840 eV

# 7
Below is an isolated molecule of C7H12O3 at a distorted geometry, with properties calculated with ωB97M-V with the def2-TZVPD basis set.

```
22
Properties=species:S:1:pos:R:3:forces:R:3
C 0.686 -0.972 -0.523 -2.910 2.743 0.195
C 1.334 -1.886 -1.164 -1.040 -1.741 -0.818
C 0.027 1.284 0.080 1.436 -0.163 -1.988
C -1.337 0.736 0.229 -1.498 -2.066 -0.290
C 1.093 0.192 0.360 0.064 1.163 -0.649
C -1.544 -0.175 -1.020 3.186 0.393 2.326
C 1.111 -0.125 1.837 0.336 -2.325 0.347
O -1.568 0.402 -2.256 -1.568 -2.289 -0.174
O -2.355 -1.241 -0.865 0.395 2.361 2.189
O 0.834 0.892 2.759 0.472 -0.457 0.661
H 0.879 -2.710 -1.739 -0.288 0.709 0.033
H 2.353 -2.040 -1.099 2.394 -0.060 0.398
H 0.269 1.518 -1.005 -0.513 0.502 1.254
H 0.156 2.134 0.700 0.285 1.143 0.227
H -1.268 0.054 1.139 -0.810 0.821 -1.158
H -2.170 1.480 0.340 0.769 -0.514 -0.149
H 2.042 0.708 0.074 -0.233 -0.729 0.069
H 2.057 -0.660 2.084 -0.332 0.620 -0.025
H 0.352 -0.885 2.009 -0.214 -0.310 -0.007
H -1.192 1.226 -2.545 0.645 0.516 1.041
H -2.471 -1.626 -1.682 -0.512 -1.592 -3.021
H 0.714 1.693 2.289 -0.063 1.275 -0.460
```
Forces are in eV/Å.

Kohn-Sham gap (alpha / beta)   7.81 / 7.81 eV
Total charge   0
ΔE to the lowest compared entry with this formula, charge and spin   107.54 kcal per mole
E_tot   -499.475138 a.u.
HOMO level (alpha / beta)   -7.344 / -7.345 eV

# 8
Below is a cluster of 2 separate species, C3H10N2O in total at a distorted geometry, with properties calculated with ωB97M-V with the def2-TZVPD basis set.

```
16
Properties=species:S:1:pos:R:3:forces:R:3
C -0.257 0.925 6.384 -4.380 -1.537 -1.249
C -1.279 1.217 5.450 2.681 1.677 3.198
N -1.557 2.533 4.853 0.578 0.597 -0.602
H -0.359 -0.108 6.841 0.248 1.112 -0.825
H 0.246 1.567 7.078 0.863 0.865 -0.793
H -2.140 0.547 5.419 0.608 -0.259 -0.817
H -0.845 3.106 4.361 0.203 -1.864 0.012
H -1.810 3.290 5.470 -0.800 -0.592 1.075
N 0.874 -1.691 -6.866 -1.206 3.663 0.440
C 1.399 -1.356 -5.550 -0.706 -0.292 -0.318
O 0.317 -1.675 -4.576 2.321 -0.200 0.087
H -0.027 -1.067 -6.881 1.943 -2.169 -0.608
H 0.683 -2.667 -7.017 -0.289 -0.084 0.379
H 1.759 -0.296 -5.442 -1.319 -0.646 -0.353
H 2.355 -1.855 -5.416 -0.249 -0.898 0.548
H 0.641 -2.471 -4.109 -0.494 0.626 -0.176
```
Forces are in eV/Å.

Kohn-Sham gap   10.20 eV
Structure (SMILES)   C=CN.NCO
Total charge   0
ΔE to the lowest compared entry with this formula, charge and spin   81.90 kcal per mole
E_tot   -304.944133 a.u.
HOMO level   -9.221 eV